Density functional theory data (ωB97M-V/def2-TZVPD) for a structure of composition C39H49BiN12O3PSSiTe.

Geometry (Å):
1 H 2.8222 -0.1309 -3.6821
2 S -2.7899 -0.3175 1.3388
3 H -2.4936 3.2495 5.3499
4 H 3.8729 -3.3089 -1.3172
5 H -7.0202 -0.3660 -3.6422
6 H 3.2662 0.9953 2.5704
7 N 2.5834 -2.1441 2.5375
8 H 5.5347 3.6932 1.2475
9 H -6.0391 -0.2085 0.3168
10 C -1.9730 2.2927 -4.0058
11 H -4.0055 2.0696 -7.2840
12 C 6.7546 0.6033 2.5084
13 H -3.5367 0.9784 -0.7809
14 H -1.6264 2.9196 -7.3007
15 H -0.7304 1.1022 6.4222
16 H 7.2746 -0.4927 0.7559
17 H -0.9419 -0.7849 3.9812
18 O -2.5411 2.5217 3.3732
19 H -0.5922 4.3045 3.2330
20 H 4.0835 -1.0942 -2.8217
21 H 2.3425 3.3187 -2.4359
22 C 3.2066 -1.1150 -3.4447
23 H -0.7502 0.9687 3.8544
24 C -2.1901 -4.7590 -0.1161
25 N -6.3589 -2.1340 -2.9559
26 C -3.9423 1.7375 -5.2471
27 C 0.4632 -2.5428 -3.4585
28 C -2.2522 3.5631 4.3778
29 N -3.8263 1.3793 -2.8165
30 C -1.2895 2.3825 -2.6871
31 H 4.7095 3.0199 -1.0004
32 H 7.7881 -1.8821 2.3567
33 H -0.3892 3.1139 -5.1485
34 C -4.0493 -4.6198 -1.8184
35 C 3.6608 3.2602 2.2623
36 C 1.1667 -1.0273 -1.1160
37 N -1.7845 -2.0737 -0.3111
38 N -1.9274 1.8853 -1.5459
39 P -3.4789 1.2772 3.7991
40 C -5.7380 -2.7597 -1.8776
41 C -1.0740 -2.7844 0.5957
42 C 2.3802 2.8604 2.0714
43 C 4.0410 3.1416 -0.1407
44 C -3.2854 1.7873 -4.0409
45 N 1.8800 2.5726 0.8254
46 C -5.6895 -2.1057 -0.6446
47 H 0.0189 -1.5528 -3.6996
48 H 3.4953 -1.7159 -4.3216
49 N 3.5710 -2.0794 1.6936
50 N -6.4459 -0.1092 -1.6590
51 C 0.7470 -0.0807 -0.5277
52 H -0.2331 -3.0857 -2.8723
53 H 0.7496 -3.1223 -4.3112
54 Si 1.9661 -2.0712 -2.4006
55 O -2.5516 0.3465 4.6824
56 C -2.0573 2.6259 -6.3908
57 C 1.8936 3.0541 -1.4558
58 Bi -0.1398 1.8257 0.3229
59 C -3.3582 2.1588 -6.4414
60 C 5.1693 -0.4233 0.8458
61 N -0.0636 2.8001 -2.6382
62 H 3.0650 -4.3160 -2.4277
63 C 6.7609 -1.8561 2.2153
64 C 2.8629 -3.5568 -1.6347
65 C -2.9930 -4.0023 -0.9985
66 H 6.3308 -1.9101 3.2124
67 C 2.6161 2.9057 -0.3237
68 C -2.6561 -2.6458 -1.1073
69 H 5.9985 0.6001 3.2606
70 C 6.5414 -0.5182 1.5573
71 H 6.7569 1.5257 2.0558
72 C -1.2395 -4.1374 0.6788
73 C -0.4776 0.1634 5.9293
74 H 2.4051 -4.0225 -0.7881
75 C -6.6343 -0.8699 -2.7717
76 C 4.5051 3.3925 1.0918
77 H -4.9870 1.3468 -5.2470
78 H 4.0523 3.4808 3.2457
79 H -4.8008 1.0814 -2.7021
80 N 2.3006 -0.8738 2.9472
81 H -2.9043 4.3918 4.1312
82 C 3.2554 -0.0855 2.4612
83 H -0.5544 -4.7337 1.3207
84 H 7.6995 0.4640 3.0620
85 C -5.2248 -4.0776 -2.1883
86 H -5.8325 -4.6862 -2.8205
87 H -3.8976 -5.6662 -2.1505
88 H -0.3419 -2.1800 1.1922
89 C -1.3608 2.7315 -5.1782
90 H -0.1307 2.9461 4.3111
91 H 6.4045 -2.7255 1.6460
92 H 0.5901 0.0013 5.8330
93 H 1.6607 2.6825 2.8738
94 C -6.0779 -0.7664 -0.5893
95 H -0.4646 4.6609 4.9396
96 C -3.1063 1.3616 -1.6794
97 H 4.9337 0.5327 0.4352
98 H 5.0213 -1.0804 -0.0094
99 C -0.7793 3.9008 4.2067
100 C -1.1114 0.1704 4.5228
101 H -3.1949 -2.0262 -1.7890
102 Te -5.4309 1.7890 4.9831
103 H -5.2825 -2.5924 0.2349
104 H -2.3583 -5.8467 -0.0690
105 N 4.0594 -0.8189 1.6841
106 H -0.9323 -0.6345 6.4732
107 O -3.8341 0.6747 2.4045
108 N 0.5113 2.9075 -1.3982

Cartesian forces (eV/Å) of the 3 atoms listed first:
0.2 0.2 -0.2
0.0 0.2 0.0
-0.3 -0.7 1.3

The calculation puts the energy relative to the best compared isomer or geometry (same formula, charge and spin) at 265.27 kJ/mol. As for the gap between HOMO and LUMO: 5.40 eV. Its total charge is -1. The calculation puts the HOMO energy at -3.6 eV.